{
  "formula": "C35H32IrN9O2S2",
  "method": "ωB97M-V/def2-TZVPD",
  "symbols": ["Ir", "C", "N", "C", "C", "N", "C", "C", "C", "C", "C", "C", "N", "C", "N", "C", "C", "C", "C", "C", "C", "N", "H", "H", "H", "H", "H", "H", "H", "H", "H", "H", "H", "H", "H", "H", "H", "C", "O", "C", "C", "C", "C", "C", "C", "N", "N", "C", "C", "C", "C", "O", "C", "N", "C", "C", "C", "C", "H", "H", "H", "H", "H", "H", "H", "H", "H", "H", "H", "H", "S", "C", "N", "C", "C", "S", "H", "H", "H", "H", "H"],
  "coordinates": [[2.2424, 0.4507, -0.8276], [4.2750, 1.4336, 1.0279], [4.1798, 0.3275, 0.0346], [4.4009, -1.0348, 0.5949], [3.4743, -2.0016, -0.0846], [2.5001, -1.5917, -0.8779], [1.8609, -2.7354, -1.3580], [0.8292, -2.8855, -2.2807], [0.4429, -4.1751, -2.5812], [1.0680, -5.2883, -1.9928], [2.1072, -5.1484, -1.0967], [2.4899, -3.8454, -0.7973], [3.5129, -3.3385, 0.0018], [3.5053, 2.6052, 0.4930], [2.5442, 2.4391, -0.4002], [1.9675, 3.6938, -0.6121], [0.9188, 4.0988, -1.4371], [0.5930, 5.4393, -1.4202], [1.2851, 6.3577, -0.6131], [2.3266, 5.9673, 0.2019], [2.6501, 4.6156, 0.1826], [3.6184, 3.8854, 0.8680], [5.3107, 1.6981, 1.2520], [3.7998, 1.0955, 1.9487], [4.8545, 0.4918, -0.7087], [4.2079, -1.0144, 1.6680], [5.4375, -1.3489, 0.4557], [0.3892, -2.0237, -2.7645], [-0.3435, -4.3424, -3.3045], [0.7423, -6.2810, -2.2703], [2.6050, -6.0075, -0.6690], [4.1738, -3.8805, 0.5374], [0.3719, 3.3989, -2.0550], [-0.2184, 5.7961, -2.0392], [0.9934, 7.3984, -0.6343], [2.8636, 6.6781, 0.8145], [4.2819, 4.2549, 1.5314], [-9.1498, 0.6088, 1.7060], [-7.8196, 1.0622, 2.0269], [-6.9028, 0.2045, 2.4098], [-5.6242, 0.7663, 2.6694], [-4.5920, -0.0284, 3.0600], [-4.8066, -1.4233, 3.1986], [-6.0924, -1.9685, 3.0094], [-7.1299, -1.1731, 2.6002], [-3.8458, -2.2853, 3.6335], [-2.6421, -2.1540, 3.7566], [-1.6505, -1.6252, 2.9798], [-0.5015, -1.2391, 3.6690], [0.5355, -0.6245, 3.0151], [0.5110, -0.3382, 1.6387], [1.5343, 0.2494, 1.1358], [-0.6657, -0.7890, 0.8909], [-0.7936, -0.5951, -0.4757], [-1.7466, -1.2033, -1.1723], [-2.6764, -2.0507, -0.5780], [-2.6604, -2.1844, 0.7789], [-1.6862, -1.5109, 1.5502], [-9.6408, 1.4622, 1.2530], [-9.6717, 0.3185, 2.6169], [-9.1084, -0.2188, 0.9998], [-5.5137, 1.8370, 2.5697], [-3.6259, 0.3987, 3.2956], [-6.2426, -3.0229, 3.2003], [-8.1143, -1.5952, 2.4715], [-0.4589, -1.4199, 4.7350], [1.4254, -0.3346, 3.5563], [-1.7647, -0.9814, -2.2295], [-3.3929, -2.5679, -1.1985], [-3.3723, -2.8347, 1.2654], [0.0504, 0.6603, -1.4141], [2.9658, 0.6614, -2.6675], [3.0135, 1.7815, -3.3487], [3.7036, 1.8017, -4.6487], [3.8576, 0.3423, -5.0743], [3.6474, -0.6455, -3.5528], [2.6654, 2.6438, -2.9496], [4.6711, 2.2905, -4.5265], [3.1162, 2.3721, -5.3650], [4.8381, 0.1403, -5.4953], [3.0947, 0.0296, -5.7830]],
  "lumo_energy_ev": [-8.5, -8.9],
  "homo_energy_ev": [-14.6, -15.6],
  "de_lowest_kj_mol": 112.6,
  "total_charge": 3,
  "multiplicity": 2,
  "homo_lumo_gap_ev": [6.0385, 6.6340]
}

---

{
  "formula": "C35H33AlBCl2N2O21",
  "method": "ωB97M-V/def2-TZVPD",
  "symbols": ["C", "C", "Cl", "C", "Cl", "Al", "C", "C", "N", "B", "N", "O", "H", "H", "H", "H", "H", "H", "H", "H", "H", "H", "H", "H", "H", "C", "C", "C", "O", "C", "C", "C", "O", "O", "O", "H", "H", "H", "H", "C", "C", "C", "O", "C", "C", "C", "O", "O", "O", "H", "H", "H", "H", "C", "C", "C", "O", "C", "C", "C", "O", "O", "O", "H", "H", "H", "H", "C", "C", "C", "O", "C", "C", "C", "O", "O", "O", "H", "H", "H", "H", "C", "C", "C", "O", "C", "C", "C", "O", "O", "O", "H", "H", "H", "H"],
  "coordinates": [[6.9870, -1.9128, -6.3554], [7.0270, -0.4604, -5.8762], [8.2120, 0.4308, -6.9378], [7.4955, -0.2741, -4.4280], [6.0530, 0.0771, -3.3679], [8.7174, -1.7441, -3.6598], [10.0237, -0.7587, -2.3869], [11.3933, -0.8466, -2.8510], [12.2472, -1.6782, -2.4084], [7.7040, -3.1685, -2.4662], [7.4795, -4.5720, -2.7882], [7.2083, -2.7439, -1.2126], [6.8015, -2.6194, -5.5534], [6.1814, -1.9968, -7.0833], [7.8929, -2.1607, -6.8845], [6.0532, -0.0184, -6.0348], [8.0823, 0.6337, -4.4092], [9.6302, -2.4128, -4.8156], [9.7425, 0.2964, -2.3572], [9.9463, -1.1780, -1.3896], [11.6586, -0.1562, -3.6581], [13.1184, -1.5318, -2.9162], [8.2634, -4.9159, -3.3316], [7.4975, -5.1334, -1.9370], [6.3234, -3.1255, -1.1016], [2.6049, 1.9235, -2.8844], [2.4158, 2.2015, -1.5870], [1.1541, 2.8496, -1.0955], [1.0415, 3.0546, 0.0988], [0.1326, 3.1992, -2.0703], [0.3247, 2.9216, -3.3643], [1.5757, 2.2522, -3.8522], [1.6769, 2.0115, -5.0448], [-0.5713, 3.2148, -4.3005], [3.3200, 1.9226, -0.6573], [3.5081, 1.4535, -3.2531], [-0.7653, 3.6781, -1.7069], [-0.1855, 2.9028, -5.1426], [2.9428, 2.2189, 0.1952], [1.6073, 1.8738, 4.8623], [0.5984, 1.6330, 5.7061], [-0.5261, 0.7060, 5.3500], [-1.4043, 0.5176, 6.1728], [-0.5172, 0.0815, 4.0382], [0.4905, 0.3238, 3.1891], [1.6305, 1.2302, 3.5545], [2.5209, 1.3930, 2.7454], [0.5487, -0.2162, 1.9794], [0.5217, 2.1926, 6.9121], [2.4238, 2.5375, 5.1086], [-1.3436, -0.5691, 3.7892], [1.3724, 0.1183, 1.5724], [-0.2998, 1.8483, 7.3130], [-6.3243, 1.6311, 6.9380], [-5.2418, 0.9201, 6.5972], [-4.9325, 0.5940, 5.1684], [-3.9256, -0.0432, 4.9399], [-5.8561, 1.0540, 4.1391], [-6.9401, 1.7629, 4.4765], [-7.2388, 2.1097, 5.9101], [-8.2283, 2.7714, 6.1606], [-7.8072, 2.1938, 3.5581], [-4.3713, 0.4628, 7.4878], [-6.5565, 1.8745, 7.9650], [-5.6289, 0.7982, 3.1138], [-8.5064, 2.6853, 4.0346], [-3.6762, -0.0023, 6.9756], [-11.5793, -0.7102, 2.9408], [-11.0560, 0.1633, 3.8093], [-11.3806, 1.6263, 3.7517], [-10.8773, 2.3545, 4.5872], [-12.2714, 2.0955, 2.7015], [-12.7930, 1.2230, 1.8304], [-12.4886, -0.2456, 1.9027], [-13.0120, -0.9833, 1.0899], [-13.6097, 1.5919, 0.8502], [-10.2208, -0.1982, 4.7777], [-11.3541, -1.7666, 2.9740], [-12.4845, 3.1543, 2.6603], [-13.8405, 0.7716, 0.3712], [-9.9998, 0.6230, 5.2619], [-0.1273, -2.2217, -2.5780], [0.3808, -3.4575, -2.5178], [1.5271, -3.8861, -3.3856], [1.9438, -5.0227, -3.2606], [2.0706, -2.9249, -4.3297], [1.5641, -1.6844, -4.3981], [0.4303, -1.2487, -3.5068], [0.0119, -0.1071, -3.5896], [2.0331, -0.7835, -5.2494], [-0.0883, -4.3868, -1.6913], [-0.9515, -1.9035, -1.9550], [2.8861, -3.2504, -4.9600], [1.5234, 0.0422, -5.1184], [0.4602, -5.1810, -1.8506]],
  "lumo_energy_ev": -0.9,
  "homo_energy_ev": -4.7,
  "de_lowest_kj_mol": 0.0,
  "total_charge": -1,
  "homo_lumo_gap_ev": 3.7815
}

---

{
  "formula": "C35H33Br2F5N4O6S4Zr",
  "method": "ωB97M-V/def2-TZVPD",
  "symbols": ["Zr", "C", "C", "S", "C", "C", "S", "C", "C", "S", "H", "H", "H", "H", "H", "H", "H", "H", "H", "H", "H", "H", "Br", "C", "C", "C", "N", "C", "C", "C", "C", "C", "Br", "C", "C", "N", "H", "H", "H", "H", "H", "H", "O", "C", "C", "C", "C", "N", "C", "C", "C", "C", "C", "C", "O", "C", "C", "N", "H", "H", "H", "H", "H", "H", "H", "H", "H", "H", "H", "H", "C", "S", "O", "O", "O", "H", "H", "H", "F", "C", "C", "F", "C", "F", "C", "O", "C", "F", "C", "F"],
  "coordinates": [[-0.6411, -0.3294, 0.6158], [-2.1344, 2.8819, -2.2393], [-1.3894, 2.3623, -3.4658], [-0.1278, 1.1215, -3.0099], [1.2727, 1.6411, -4.0523], [1.8953, 2.9797, -3.6570], [2.2471, 3.0777, -1.8702], [1.4170, 4.6233, -1.3760], [-0.0971, 4.6982, -1.5494], [-1.0691, 3.3117, -0.8283], [-2.7405, 3.7494, -2.4989], [-2.7773, 2.1019, -1.8318], [-2.0992, 1.8894, -4.1434], [-0.8866, 3.1654, -4.0017], [1.9983, 0.8347, -3.9366], [0.9444, 1.6713, -5.0910], [2.8360, 3.1210, -4.1877], [1.2362, 3.8118, -3.8996], [1.6861, 4.7415, -0.3266], [1.8774, 5.4355, -1.9391], [-0.4454, 5.6117, -1.0676], [-0.3664, 4.7465, -2.6026], [-5.4314, 1.9331, 4.9263], [-4.2492, 1.6565, 3.5014], [-4.7221, 1.2702, 2.2541], [-3.7983, 1.0189, 1.2584], [-2.4830, 1.1536, 1.4183], [-2.0489, 1.6505, 2.5894], [-2.8865, 1.8691, 3.6675], [-0.6381, 2.0861, 2.5490], [-0.1223, 2.9969, 3.4560], [1.1512, 3.5064, 3.2476], [1.8858, 4.7409, 4.4499], [1.8628, 3.1035, 2.1247], [1.2850, 2.1758, 1.2857], [0.0643, 1.6625, 1.4807], [-5.7812, 1.1633, 2.0711], [-4.1368, 0.7093, 0.2774], [-2.5057, 2.2079, 4.6198], [-0.7098, 3.3369, 4.2953], [2.8473, 3.4959, 1.9129], [1.8009, 1.8541, 0.3915], [6.2773, -2.1721, 1.5626], [5.7449, -1.1925, 2.4209], [4.3030, -0.9781, 2.0763], [3.4111, -0.3728, 2.9586], [2.1083, -0.1812, 2.5673], [1.6273, -0.5599, 1.3741], [2.4624, -1.2245, 0.5593], [3.8016, -1.4146, 0.8585], [1.8462, -1.8350, -0.6335], [2.4100, -2.9645, -1.1998], [1.7776, -3.6047, -2.2587], [2.3799, -4.8557, -2.8489], [3.2196, -5.5355, -1.9495], [0.6007, -3.0386, -2.7305], [0.0999, -1.9117, -2.1127], [0.6840, -1.3035, -1.0680], [7.1665, -2.4039, 1.8457], [6.2736, -0.2365, 2.3010], [5.8298, -1.4812, 3.4740], [3.7323, -0.0625, 3.9438], [1.3977, 0.2632, 3.2530], [4.4715, -1.9038, 0.1685], [3.3244, -3.3877, -0.8117], [3.0206, -4.5583, -3.6840], [1.5950, -5.4993, -3.2569], [2.6980, -6.0412, -1.3178], [0.0655, -3.4735, -3.5640], [-0.7907, -1.4503, -2.5032], [-1.7376, -3.4064, 3.1230], [-0.5164, -2.3754, 2.3580], [0.7784, -2.7492, 2.8146], [-0.6600, -2.4344, 0.8607], [-0.8607, -0.9266, 2.6194], [-1.2233, -4.3041, 3.4558], [-2.5238, -3.6471, 2.4133], [-2.1405, -2.8612, 3.9742], [-5.8001, -3.9783, -1.7076], [-4.8788, -3.0526, -1.5192], [-4.4090, -2.2914, -2.5843], [-4.8955, -2.4931, -3.7952], [-3.4227, -1.3360, -2.3960], [-2.9784, -0.6389, -3.4425], [-2.8677, -1.0815, -1.1366], [-1.9146, -0.1890, -0.8975], [-3.4101, -1.8375, -0.0956], [-2.9619, -1.5227, 1.1668], [-4.3661, -2.8175, -0.2543], [-4.7690, -3.5172, 0.8009]],
  "lumo_energy_ev": -6.0,
  "homo_energy_ev": -12.5,
  "de_lowest_kj_mol": 109.6,
  "total_charge": 2,
  "homo_lumo_gap_ev": 6.4867
}

---

{
  "formula": "C35H33CoN4O8S2",
  "method": "ωB97M-V/def2-TZVPD",
  "symbols": ["Co", "O", "C", "O", "C", "C", "C", "C", "C", "C", "N", "C", "C", "C", "C", "C", "C", "N", "H", "H", "H", "H", "H", "H", "H", "H", "H", "H", "C", "C", "N", "C", "C", "N", "C", "O", "O", "C", "O", "O", "H", "H", "H", "H", "H", "O", "S", "C", "C", "C", "C", "S", "O", "C", "C", "C", "C", "C", "C", "C", "C", "C", "C", "C", "C", "H", "H", "H", "H", "H", "H", "H", "H", "H", "H", "H", "H", "H", "H", "H", "H", "H", "H"],
  "coordinates": [[1.0790, -0.7628, -0.1008], [2.3958, 6.4939, -0.6046], [1.6980, 6.1594, 0.4967], [1.4360, 6.9768, 1.3296], [1.2688, 4.7260, 0.6198], [0.1504, 4.4551, 1.3952], [-0.3061, 3.1584, 1.5591], [0.3736, 2.0912, 0.9710], [1.4912, 2.3691, 0.1935], [1.9334, 3.6680, 0.0162], [-0.0236, 0.6957, 1.0362], [-0.8047, 0.1293, 2.1735], [-0.4654, -1.3225, 2.4163], [-1.1217, -2.0582, 3.3980], [-0.8353, -3.4060, 3.5306], [0.1001, -3.9863, 2.6874], [0.7017, -3.1892, 1.7332], [0.4243, -1.8908, 1.6004], [2.4344, 5.7613, -1.2300], [-0.3661, 5.2786, 1.8691], [-1.2048, 3.0230, 2.1359], [2.0113, 1.5744, -0.3181], [2.8196, 3.8300, -0.5864], [-0.4899, 1.7872, 3.5140], [-1.8576, -1.5903, 4.0366], [-1.3389, -3.9972, 4.2836], [0.3581, -5.0326, 2.7622], [1.4367, -3.5906, 1.0455], [2.6699, 0.4628, 3.1415], [3.3537, -0.0091, 1.9118], [2.7948, -0.4032, 0.7838], [3.8094, -0.6972, -0.0961], [5.0083, -0.4797, 0.5092], [4.6942, -0.0483, 1.7720], [6.4334, -0.6209, 0.1032], [6.6592, -1.0275, -1.1248], [7.2923, -0.3581, 0.9060], [3.4240, -1.1661, -1.4534], [4.2788, -1.4294, -2.2853], [2.1451, -1.2463, -1.6145], [1.6212, 0.1779, 3.1119], [2.7318, 1.5499, 3.2175], [3.1250, 0.0252, 4.0294], [5.3973, 0.1942, 2.4566], [5.8203, -1.2003, -1.6370], [-1.0126, 1.9053, -1.5710], [-2.4501, 1.8742, -1.1941], [-3.0435, 0.3464, -2.0203], [-3.9084, -0.6853, -1.3064], [-3.7829, -2.0616, -1.9811], [-2.7009, -2.9980, -1.4434], [-0.9276, -2.7798, -1.8112], [-0.5261, -1.5828, -0.9775], [-0.9393, -2.2513, -3.5138], [-0.3142, -1.0655, -3.8582], [-0.2782, -0.6985, -5.1971], [-0.8484, -1.5138, -6.1617], [-1.4520, -2.7131, -5.8001], [-1.4930, -3.0938, -4.4702], [-2.4800, 1.3733, 0.5330], [-1.4665, 0.3639, 0.8691], [-1.1286, 0.9051, 3.4396], [-2.5660, 1.2852, 3.6602], [-3.4932, 1.7053, 2.7934], [-3.3740, 1.9226, 1.3536], [-2.1028, -0.0770, -2.3636], [-3.5704, 0.7185, -2.9012], [-4.9521, -0.3719, -1.3608], [-3.6771, -0.7620, -0.2420], [-3.6690, -1.9398, -3.0609], [-4.7180, -2.6086, -1.8412], [-2.8974, -4.0255, -1.7581], [-2.6955, -3.0150, -0.3489], [0.1473, -0.4471, -3.0999], [0.2082, 0.2246, -5.4808], [-0.8144, -1.2229, -7.2029], [-1.8824, -3.3552, -6.5563], [-1.9466, -4.0375, -4.1903], [-1.5640, -0.5181, 0.2505], [-0.8171, 0.2942, 4.2865], [-2.8759, 1.2413, 4.6990], [-4.4573, 1.9703, 3.2117], [-4.0869, 2.6190, 0.9212]],
  "lumo_energy_ev": [-2.8, -2.8],
  "homo_energy_ev": [-11.6, -11.6],
  "de_lowest_kj_mol": 59.4,
  "total_charge": 1,
  "multiplicity": 2,
  "homo_lumo_gap_ev": [8.7737, 8.7794]
}

---

{
  "formula": "C35H34BF6NO2S",
  "method": "ωB97M-V/def2-TZVPD",
  "symbols": ["C", "C", "C", "C", "C", "B", "C", "C", "C", "C", "F", "F", "F", "C", "C", "C", "F", "F", "F", "C", "O", "C", "C", "C", "C", "C", "O", "S", "H", "H", "H", "H", "H", "H", "H", "H", "H", "H", "H", "H", "H", "H", "H", "H", "H", "H", "C", "N", "C", "C", "C", "C", "C", "C", "C", "C", "C", "C", "C", "C", "C", "C", "C", "C", "H", "H", "H", "H", "H", "H", "H", "H", "H", "H", "H", "H", "H", "H", "H", "H"],
  "coordinates": [[-6.6642, 4.8123, 4.1231], [-5.8180, 3.6175, 3.9075], [-5.5044, 2.9869, 2.7213], [-4.6304, 1.8497, 2.8931], [-4.2704, 1.6317, 4.2012], [-3.4378, 0.4981, 5.0091], [-1.8714, 1.0244, 5.0242], [-1.3784, 1.7332, 6.1070], [-0.0419, 2.1107, 6.1332], [0.4610, 2.8497, 7.3390], [1.4304, 3.7620, 7.0208], [-0.5532, 3.5318, 7.9655], [1.0034, 1.9890, 8.2642], [0.8146, 1.7987, 5.0905], [0.2991, 1.0865, 4.0211], [1.1759, 0.6713, 2.8914], [1.1736, -0.7075, 2.7553], [0.7607, 1.1870, 1.6873], [2.4814, 1.0519, 3.0604], [-1.0395, 0.6981, 3.9761], [-3.8504, 0.4139, 6.4001], [-3.6909, -0.7804, 7.1468], [-4.0782, -2.0530, 6.3288], [-3.4806, -3.2471, 7.0552], [-5.5896, -2.1806, 6.1718], [-3.4589, -1.9644, 4.8959], [-3.6483, -0.7063, 4.2738], [-5.0691, 2.7869, 5.2297], [-7.0539, 5.1794, 3.1745], [-7.5038, 4.5659, 4.7866], [-6.0572, 5.5978, 4.5898], [-5.8931, 3.3494, 1.7661], [-4.3055, 1.2546, 2.0439], [-2.0168, 2.0107, 6.9377], [1.8479, 2.1062, 5.1095], [-1.4289, 0.1545, 3.1171], [-2.6366, -0.8647, 7.4879], [-4.3321, -0.7120, 8.0422], [-3.6800, -4.1844, 6.5221], [-2.3926, -3.1176, 7.1328], [-3.8848, -3.3310, 8.0724], [-5.8124, -3.0729, 5.5714], [-6.0916, -2.2839, 7.1428], [-5.9862, -1.2961, 5.6505], [-2.3687, -2.1708, 4.9251], [-3.9519, -2.7141, 4.2568], [-1.4344, -4.9740, -4.2346], [-0.5097, -4.2745, -3.3616], [0.0795, -3.0891, -3.6657], [0.9622, -2.7211, -2.6220], [1.7278, -1.5646, -2.6039], [2.7388, -1.2569, -1.6308], [2.4386, -1.1728, -0.2496], [3.4318, -0.8484, 0.6542], [4.7417, -0.5946, 0.2524], [5.7408, -0.2376, 1.3037], [5.0555, -0.6880, -1.1061], [4.0777, -1.0053, -2.0340], [0.9070, -3.8225, -1.6388], [1.6508, -4.1835, -0.5250], [1.3426, -5.3813, 0.1526], [0.3314, -6.2341, -0.3097], [-0.3618, -5.9307, -1.4865], [-0.0600, -4.7350, -2.1192], [-1.8559, -5.8324, -3.7063], [-2.2297, -4.2855, -4.5330], [-0.9385, -5.3406, -5.1425], [-0.1103, -2.5498, -4.5923], [1.7064, -0.9505, -3.5135], [1.4155, -1.3493, 0.0782], [3.1960, -0.7995, 1.7100], [6.7089, 0.0222, 0.8768], [5.3855, 0.6149, 1.8924], [5.8889, -1.0708, 1.9986], [6.0839, -0.5151, -1.4286], [4.3335, -1.0966, -3.0905], [2.4789, -3.5604, -0.2126], [1.9097, -5.6463, 1.0397], [0.0903, -7.1459, 0.2303], [-1.1286, -6.5812, -1.8921]],
  "lumo_energy_ev": -3.4,
  "homo_energy_ev": -6.1,
  "de_lowest_kj_mol": 226.5,
  "homo_lumo_gap_ev": 2.7220
}